w) {
  "formula": "C6H5NOS2",
  "method": "wB97M-V/def2-TZVPD",
  "e_lumo_ev": -1.9,
  "homo_energy_ev": -9.09,
  "gap_ev": 7.158,
  "molar_mass_da": 171.246,
  "spin_multiplicity": 1,
  "elements": ["C", "C", "C", "C", "C", "C", "N", "O", "S", "S", "H", "H", "H", "H", "H"],
  "positions_angstrom": [[1.9698, -0.6142, -0.3958], [1.7926, 0.6524, -0.9310], [1.0682, -1.1379, 0.5088], [0.7750, 1.4248, -0.4414], [0.0183, -0.3856, 1.0291], [-0.1494, 0.8884, 0.4943], [-2.8977, 0.0096, 1.0893], [-3.9347, -1.3003, -0.7460], [-1.5274, 1.8600, 0.9868], [-2.9321, -0.3164, -0.4058], [2.7026, -1.3983, -0.9133], [2.2366, 1.0363, -1.7667], [1.1234, -2.1992, 0.8148], [0.4672, 2.3656, -0.9886], [-0.7125, -0.8852, 1.6654]]
}

---

x) {
  "formula": "C6H5NOS2",
  "method": "wB97M-V/def2-TZVPD",
  "e_lumo_ev": -0.7,
  "homo_energy_ev": -8.74,
  "gap_ev": 8.006,
  "smiles": "N#CC1=CC=C(CO)SS1",
  "molar_mass_da": 171.246,
  "spin_multiplicity": 1,
  "elements": ["N", "C", "C", "C", "C", "C", "C", "O", "S", "S", "H", "H", "H", "H", "H"],
  "positions_angstrom": [[-4.7005, -0.3458, -0.0266], [-3.5467, -0.2011, -0.0947], [-2.1353, -0.0072, 0.0739], [-1.2403, -0.9044, -0.3429], [0.1882, -0.7372, -0.0262], [0.7760, 0.4381, -0.1863], [2.3227, 0.5410, -0.1778], [2.8463, -0.6922, 0.5509], [-0.0772, 1.8601, -0.5353], [-1.6955, 1.6037, 0.7248], [-1.6155, -1.7659, -0.8308], [0.9452, -1.5425, 0.0408], [2.5203, 1.4627, 0.4829], [2.6581, 0.7241, -1.1929], [2.7543, -0.4335, 1.5401]]
}

---

The structure with the greatest stability is x).

---

w) {
  "formula": "C7H14O",
  "method": "wB97M-V/def2-TZVPD",
  "e_lumo_ev": [3.8, 3.7],
  "homo_energy_ev": [1.15, -5.43],
  "total_charge": -1,
  "gap_ev": [2.599, 9.123],
  "molar_mass_da": 114.188,
  "spin_multiplicity": 2,
  "elements": ["C", "C", "C", "C", "C", "C", "C", "H", "H", "H", "H", "H", "H", "H", "H", "H", "H", "H", "H", "H", "H", "O"],
  "positions_angstrom": [[-0.6391, -2.1487, 1.0656], [-0.1472, -0.7636, 1.5848], [0.7074, -0.1686, 0.4752], [1.9950, -0.5012, 0.3267], [-0.1102, 1.3198, -1.3653], [0.3396, 1.1531, -0.1177], [0.3383, 2.3768, 0.7892], [-1.3644, -2.5805, 1.7607], [0.1488, -2.8990, 0.9435], [-1.0907, -2.0328, 0.0793], [-1.0285, -0.2002, 1.8959], [0.5129, -0.8765, 2.4455], [2.3645, -1.4300, 0.7524], [2.7098, -0.0797, -0.3577], [-0.2253, 0.4163, -1.9313], [-0.2889, 2.2925, -1.8058], [0.7547, 3.2636, 0.3304], [-0.7295, 2.5428, 0.9701], [0.8287, 2.3594, 1.7648], [-0.9880, -0.8682, -3.4504], [-2.1480, -0.1535, -2.9143], [-1.9399, -1.0219, -3.2416]]
}

---

x) {
  "formula": "C7H14O",
  "method": "wB97M-V/def2-TZVPD",
  "e_lumo_ev": [3.8, 3.6],
  "homo_energy_ev": [1.20, -5.84],
  "total_charge": -1,
  "gap_ev": [2.565, 9.437],
  "molar_mass_da": 114.188,
  "spin_multiplicity": 2,
  "elements": ["C", "C", "C", "C", "C", "C", "C", "H", "H", "H", "H", "H", "H", "H", "H", "H", "H", "H", "H", "H", "H", "O"],
  "positions_angstrom": [[-0.4628, -2.3580, -0.2878], [0.2911, -1.2753, -1.0094], [1.5764, -1.3951, -1.3245], [-0.5083, -0.0576, -1.3948], [-0.9794, 0.7017, -0.1874], [-0.5744, 1.9232, 0.1465], [-1.0117, 2.6283, 1.3969], [-1.3744, -2.6292, -0.8370], [0.1599, -3.2425, -0.1651], [-0.7920, -2.0104, 0.6946], [2.1652, -2.2612, -1.0444], [2.1150, -0.6147, -1.8513], [-1.3857, -0.3615, -1.9871], [0.1067, 0.5872, -2.0247], [-1.6849, 0.2008, 0.4690], [0.1496, 2.4257, -0.4902], [-1.7789, 2.0466, 1.9081], [-1.4336, 3.6103, 1.1761], [-0.1620, 2.7699, 2.0713], [1.2593, 0.1190, 1.2185], [2.4605, -0.7341, 1.5735], [1.8646, -0.0730, 1.9494]]
}

---

The structure with the greatest stability is x).